This record from the Open Molecules 2025 dataset describes a cluster of 2 separate species, C6H14O in total. The level of theory is the ωB97M-V functional and the def2-TZVPD basis.

XYZ file:
```
21
Properties=species:S:1:pos:R:3:forces:R:3
C -1.451 -1.844 0.639 -0.1637 0.7332 -0.5192
C -0.935 -0.910 -0.467 0.1936 -0.7342 0.0954
C -0.689 0.515 -0.068 -0.6328 0.3219 -0.0991
C -1.267 1.058 0.993 -0.1324 0.0308 0.3780
C 0.223 1.307 -0.968 0.2242 -0.6041 -0.4983
C -0.063 2.793 -1.109 0.1560 0.5581 0.5789
H -1.385 -2.876 0.321 0.0147 -0.2493 -0.0084
H -2.498 -1.607 0.833 -0.0115 -0.1321 0.1511
H -0.892 -1.694 1.551 0.1761 -0.1066 0.2871
H 0.005 -1.280 -0.867 0.3407 -0.2622 0.0610
H -1.612 -1.021 -1.323 -0.0516 0.5046 -0.0013
H -1.937 0.512 1.641 -0.0003 -0.1934 -0.0245
H -1.103 2.079 1.298 0.1265 0.2111 -0.1308
H 0.234 0.822 -1.952 -0.3248 0.1198 -0.0205
H 1.244 1.113 -0.639 0.2143 0.2037 0.2204
H 0.073 3.154 -2.118 -0.0095 -0.0596 -0.3614
H 0.584 3.424 -0.493 0.0736 -0.2209 0.0754
H -1.070 3.044 -0.787 -0.1871 -0.1244 -0.1819
H 4.571 -2.316 0.761 -0.1628 -0.3299 -0.0086
H 3.862 -3.119 1.844 0.0203 -0.0689 -0.2092
O 4.106 -3.153 0.909 0.1365 0.4024 0.2157
```
Positions in Å, forces in eV/Å.

HOMO-LUMO gap = 0.36547 Eh
DFT total energy = -312.21699 a.u.
SMILES string = C=C(CC)CC.O

Atom-resolved charges from natural (NBO), all expressed in e: atom 1 (C): -0.60, atom 2 (C): -0.43, atom 3 (C): 0.04, atom 4 (C): -0.44, atom 5 (C): -0.44, atom 6 (C): -0.61, atom 7 (H): 0.21, atom 8 (H): 0.20, atom 9 (H): 0.21, atom 10 (H): 0.20, atom 11 (H): 0.21, atom 12 (H): 0.20, atom 13 (H): 0.19, atom 14 (H): 0.21, atom 15 (H): 0.22, atom 16 (H): 0.21, atom 17 (H): 0.21, atom 18 (H): 0.21, atom 19 (H): 0.47, atom 20 (H): 0.47, atom 21 (O): -0.94